Record 1
96
Properties=species:S:1:pos:R:3 method="wB97M-V/def2-TZVPD" orbital_gap_ev=5.60 lumo_ha=-0.039 spin_multiplicity=1 de_lowest_kj_mol=115.3
Zn 0.055 1.269 -2.423
C 3.942 -0.399 3.101
C 3.275 -1.669 2.555
C 4.305 -2.797 2.551
C 2.125 -2.073 3.486
C 2.723 -1.386 1.156
C 1.701 -0.453 1.020
C 1.150 -0.167 -0.233
N 0.234 0.777 -0.595
C -0.498 1.710 0.133
C -0.306 2.091 1.465
C -1.098 3.063 2.050
C -2.071 3.678 1.262
C -2.260 3.388 -0.081
C -1.462 2.385 -0.654
O -1.581 2.083 -1.965
C -3.314 4.110 -0.918
C -4.117 5.110 -0.084
C -4.305 3.094 -1.502
C -2.633 4.891 -2.049
C -0.956 3.462 3.519
C 0.235 2.779 4.192
C -2.229 3.056 4.273
C -0.765 4.979 3.634
C 1.574 -0.978 -1.309
O 0.830 -0.857 -2.498
C 2.715 -1.770 -1.258
C 3.256 -1.973 0.015
C 3.457 -2.270 -2.511
C 4.714 -3.052 -2.127
C 3.899 -1.022 -3.293
C 2.639 -3.177 -3.435
H 4.330 -0.576 4.106
H 3.235 0.429 3.155
H 4.771 -0.090 2.463
H 4.624 -3.000 3.575
H 5.195 -2.535 1.978
H 3.893 -3.719 2.138
H 2.516 -2.335 4.471
H 1.587 -2.936 3.091
H 1.407 -1.265 3.620
H 1.339 0.061 1.893
H 0.484 1.639 2.036
H -2.707 4.419 1.727
H -4.649 4.625 0.736
H -4.860 5.586 -0.725
H -3.488 5.898 0.334
H -4.794 2.535 -0.701
H -3.812 2.382 -2.159
H -5.078 3.620 -2.067
H -1.964 5.651 -1.641
H -3.387 5.397 -2.655
H -2.059 4.229 -2.693
H 0.116 1.695 4.219
H 0.317 3.126 5.223
H 1.174 3.008 3.686
H -2.383 1.978 4.218
H -3.111 3.541 3.853
H -2.157 3.340 5.325
H 0.094 5.308 3.048
H -0.598 5.260 4.675
H -1.639 5.524 3.279
H 4.108 -2.622 0.113
H 5.423 -2.442 -1.566
H 5.213 -3.384 -3.039
H 4.479 -3.939 -1.537
H 4.522 -0.378 -2.672
H 3.039 -0.446 -3.631
H 4.475 -1.315 -4.173
H 2.265 -4.055 -2.909
H 3.287 -3.521 -4.244
H 1.800 -2.663 -3.893
C -4.527 -0.187 -0.921
C -3.446 -0.401 -0.073
C -2.242 -0.849 -0.582
C -2.087 -1.070 -1.956
C -3.185 -0.858 -2.791
C -4.400 -0.421 -2.278
Si -0.581 -1.815 -2.720
C -0.320 -3.559 -2.157
C 0.144 -3.876 -0.876
C 0.250 -5.197 -0.471
C -0.119 -6.222 -1.332
C -0.597 -5.924 -2.598
C -0.697 -4.600 -3.004
H -5.467 0.167 -0.519
H -3.543 -0.212 0.989
H -1.418 -1.015 0.098
H -3.094 -1.014 -3.859
H -5.237 -0.251 -2.942
H -0.749 -1.730 -4.190
H 0.439 -3.095 -0.186
H 0.618 -5.426 0.520
H -0.036 -7.253 -1.014
H -0.889 -6.718 -3.271
H -1.058 -4.387 -4.002

***

Record 2
16
Properties=species:S:1:pos:R:3 method="wB97M-V/def2-TZVPD" orbital_gap_ev=8.64 lumo_ha=0.017 smiles=CCSS.O.O spin_multiplicity=1 de_lowest_kj_mol=93.4
C 0.695 -1.205 0.364
C 0.376 0.214 0.833
S 1.720 1.346 0.542
S 0.907 3.043 1.527
H 1.581 -1.534 0.911
H 0.714 -1.269 -0.720
H -0.047 -1.966 0.618
H 0.098 0.199 1.886
H -0.440 0.606 0.222
H 1.643 3.869 0.777
H -3.046 -3.741 -0.079
H -2.580 -5.162 -0.155
O -2.906 -4.451 -0.711
H -3.106 -2.129 -4.169
H -1.666 -2.611 -4.344
O -2.239 -2.151 -3.770

***

Record 3
17
Properties=species:S:1:pos:R:3 method="wB97M-V/def2-TZVPD" orbital_gap_ev=10.35 lumo_ha=0.015 smiles="O=C(O)NCCCO" spin_multiplicity=1 de_lowest_kj_mol=230.1
C 0.951 -0.523 0.187
C 0.203 0.220 1.266
C -1.202 0.616 1.114
O -2.098 -0.314 1.594
N 0.219 -0.790 -1.039
C 0.579 -0.115 -2.225
O 1.185 1.074 -2.144
O 0.522 -0.551 -3.355
H 1.395 -1.487 0.637
H 1.883 0.010 -0.176
H 0.248 -0.569 2.110
H 0.862 1.070 1.687
H -1.602 1.433 1.701
H -1.451 1.004 -0.034
H -2.522 -0.877 0.873
H -0.323 -1.658 -1.010
H 1.150 1.458 -1.186

***

Record 4
31
Properties=species:S:1:pos:R:3 method="wB97M-V/def2-TZVPD" orbital_gap_ev=10.73 lumo_ha=0.026 smiles="CCOC(=O)Cc1nnn(CC(=O)OCC)n1" spin_multiplicity=1 de_lowest_kj_mol=176.4
C 3.023 -4.299 0.641
C 3.371 -2.824 0.765
H 4.071 -2.664 1.591
H 3.795 -2.437 -0.164
O 2.200 -2.035 0.992
C 1.756 -1.950 2.244
O 2.293 -2.447 3.196
C 0.484 -1.117 2.328
C -0.070 -0.818 0.990
N 0.156 0.296 0.308
N -0.501 0.080 -0.811
N -1.101 -1.083 -0.832
N -0.842 -1.664 0.283
C -0.604 1.043 -1.857
H 0.360 1.536 -2.003
H -0.905 0.530 -2.773
C -1.656 2.104 -1.507
O -2.352 2.070 -0.534
O -1.679 3.039 -2.449
C -2.604 4.122 -2.271
C -2.033 5.190 -1.352
H -1.083 5.552 -1.738
H -2.729 6.021 -1.286
H -1.879 4.782 -0.356
H -3.537 3.724 -1.860
H -2.772 4.511 -3.276
H 0.725 -0.187 2.845
H -0.242 -1.676 2.920
H 3.915 -4.865 0.388
H 2.627 -4.667 1.584
H 2.275 -4.444 -0.135

***

Record 5
33
Properties=species:S:1:pos:R:3 method="wB97M-V/def2-TZVPD" orbital_gap_ev=8.53 lumo_ha=-0.144 spin_multiplicity=1 charge=+1 de_lowest_kj_mol=369.1
C 0.703 3.520 -1.503
C -1.685 3.872 -1.266
C -0.596 2.154 0.167
C -0.058 -2.422 1.124
C 0.833 -4.215 4.261
C -0.597 2.851 -1.203
C -0.028 -1.403 -1.189
N -0.154 -1.718 -0.067
N -0.790 1.739 -2.244
N 1.625 -4.370 3.050
Si 0.336 -0.769 -3.029
H 0.683 4.536 -1.087
H 1.578 3.150 -0.915
H 1.032 3.672 -2.562
H -2.040 3.826 -0.276
H -2.337 3.573 -2.031
H -1.473 4.871 -1.583
H 0.088 1.323 0.065
H -0.229 3.023 0.827
H -1.554 1.749 0.587
H -0.815 -3.186 1.242
H 0.963 -2.989 1.145
H -0.238 -1.889 2.086
H 0.450 -3.231 4.355
H -0.157 -4.781 4.094
H 1.338 -4.638 5.102
H 1.745 -5.351 2.933
H -0.941 2.080 -3.188
H 2.600 -3.953 3.169
H -1.465 1.175 -1.891
H -1.020 -0.695 -3.359
H 1.043 -1.951 -3.519
H 1.161 0.447 -3.294

***

Record 6
5
Properties=species:S:1:pos:R:3 method="wB97M-V/def2-TZVPD" orbital_gap_ev=7.40 lumo_ha=0.208 spin_multiplicity=1 charge=-2 de_lowest_kj_mol=55.8
Ca -30.159 8.068 13.662
Cl -32.871 8.404 14.080
Br -28.382 8.459 15.718
Br -28.325 7.105 11.718
Br -30.104 10.898 12.683

***

Record 7
23
Properties=species:S:1:pos:R:3 method="wB97M-V/def2-TZVPD" orbital_gap_ev="7.06 / 5.42" s_squared=8.8005 lumo_ha="-0.349 / -0.416" spin_multiplicity=6 charge=+2 de_lowest_kj_mol=21.6
O 0.683 2.599 -2.752
C -0.033 2.318 -1.777
Mn -0.782 0.017 0.254
C 0.907 -0.618 0.205
C -1.505 -0.892 -1.126
O 1.985 -1.155 0.174
O -1.960 -1.530 -2.058
C 1.249 1.553 2.956
N 0.312 0.579 3.545
C 0.614 -0.281 4.615
C -0.498 -1.059 4.806
N -1.414 -0.669 3.879
C -2.694 -1.245 3.682
C -0.946 0.340 3.089
Se -1.935 1.236 1.805
H 0.691 2.259 2.372
H 1.989 1.041 2.309
H 1.776 2.055 3.776
H 1.565 -0.227 5.126
H -0.682 -1.809 5.515
H -2.640 -2.348 3.415
H -3.341 -1.167 4.601
H -3.250 -0.728 2.837

***

Record 8
21
Properties=species:S:1:pos:R:3 method="wB97M-V/def2-TZVPD" orbital_gap_ev=8.93 lumo_ha=0.023 spin_multiplicity=1 de_lowest_kj_mol=459.7
C 0.580 0.055 -0.058
C -0.029 1.251 0.742
C -0.564 -0.480 -0.910
C 1.684 0.582 -0.987
C 1.183 -0.965 0.914
C -1.602 -1.226 -0.364
O -1.282 1.646 0.173
H -2.249 0.733 0.669
H -0.209 0.977 1.786
H 0.610 2.139 0.746
H -1.241 0.939 -0.700
H -0.492 -0.423 -1.990
H 1.938 -0.496 1.551
H 1.302 1.361 -1.648
H 2.512 0.999 -0.411
H 2.093 -0.225 -1.598
H 0.424 -1.373 1.584
H 1.649 -1.788 0.371
H -2.283 -1.715 -1.050
H -1.451 -1.847 0.510
H -2.575 -0.142 0.668

***

Record 9
18
Properties=species:S:1:pos:R:3 method="wB97M-V/def2-TZVPD" orbital_gap_ev=5.17 lumo_ha=-0.108 spin_multiplicity=1 de_lowest_kj_mol=656.6
C -1.260 1.655 0.984
C 0.299 1.583 0.974
C 0.835 0.552 -0.015
S 0.803 -1.164 0.641
C 0.219 -1.928 -0.947
H -1.671 0.748 1.401
H -1.636 1.754 -0.036
H -1.633 2.508 1.524
H 0.672 2.571 0.663
H 0.719 1.389 2.002
H 0.169 0.613 -0.960
H 1.886 0.783 -0.286
H -0.051 -2.959 -0.707
H 1.021 -1.882 -1.671
H -0.629 -1.342 -1.215
H -1.485 -0.923 0.555
H -1.030 0.451 -2.802
O -1.218 0.467 -1.838

***

Record 10
170
Properties=species:S:1:pos:R:3 method="wB97M-V/def2-TZVPD" orbital_gap_ev=9.68 lumo_ha=-0.080 spin_multiplicity=1 charge=+1
C 2.924 1.510 3.769
C 2.315 0.574 3.398
C 1.552 -0.589 2.938
B 2.695 -1.740 2.681
C 4.131 -1.448 2.132
O 2.387 -3.035 2.990
O 0.884 -1.139 4.064
C -0.398 -0.548 4.345
C -0.732 -1.013 5.764
C -0.128 -0.072 6.822
C 1.352 -0.223 7.038
F 1.604 -1.392 7.751
C -1.389 -0.892 3.209
C -2.328 -2.042 3.616
C -1.827 -3.369 4.224
N -2.559 -3.642 5.483
C -2.394 0.299 3.110
C -2.694 1.095 4.381
O -3.700 2.055 4.051
N -0.657 -1.129 1.846
C -0.242 -2.604 1.732
C -1.240 -3.593 1.103
C -0.762 -5.020 1.385
N 0.640 -5.222 1.430
O -1.555 -5.912 1.465
B -1.624 -1.034 0.627
O -1.143 -1.153 -0.644
O -2.946 -1.004 0.789
C -3.783 -1.602 -0.203
C 0.605 -0.292 1.706
C 1.531 -0.523 0.478
C 1.252 0.055 -0.935
C 2.453 0.807 -1.541
C 2.059 1.945 -2.465
F 1.759 3.059 -1.745
F 3.158 2.250 -3.238
C 0.903 1.635 -3.461
F -0.294 1.992 -2.938
F 0.893 0.332 -3.817
F 1.087 2.365 -4.597
P 0.190 1.534 1.526
N -0.911 1.695 0.455
O 1.492 2.318 1.063
O -0.234 2.251 2.896
H 3.481 2.303 4.208
H 4.840 -1.698 2.922
H 4.308 -0.436 1.789
H 4.345 -2.149 1.327
H 2.923 -3.382 3.709
H -0.199 0.515 4.438
H -0.286 -1.988 5.915
H -1.791 -1.064 5.968
H -0.396 0.959 6.600
H -0.624 -0.314 7.759
H 1.704 0.602 7.658
H 1.938 -0.204 6.126
H -3.040 -2.277 2.832
H -2.975 -1.640 4.387
H -0.773 -3.381 4.476
H -2.035 -4.183 3.533
H -3.471 -4.002 5.238
H -2.053 -4.361 5.976
H -3.365 -0.077 2.814
H -2.157 1.027 2.351
H -3.104 0.468 5.171
H -1.862 1.685 4.740
H -4.525 1.575 3.946
H 0.100 -2.970 2.686
H 0.650 -2.704 1.126
H -2.244 -3.592 1.496
H -1.225 -3.611 0.016
H 0.953 -5.149 2.395
H 0.788 -6.200 1.193
H -0.402 -1.755 -0.744
H -4.764 -1.714 0.242
H -3.935 -0.973 -1.069
H -3.471 -2.593 -0.516
H 1.849 -1.552 0.332
H 2.463 -0.032 0.739
H 0.343 0.634 -1.029
H 1.105 -0.767 -1.628
H 3.027 0.116 -2.151
H 3.110 1.239 -0.793
H -1.733 2.173 0.797
H 2.327 2.001 1.437
H 0.372 2.964 3.127
C 1.360 6.175 -3.096
N 1.414 7.110 -1.939
O 2.199 8.038 -1.988
O 0.665 6.885 -1.018
H 2.081 6.498 -3.836
H 1.597 5.186 -2.721
H 0.356 6.206 -3.492
C -3.711 2.275 -3.271
N -4.667 2.273 -2.127
O -4.629 1.322 -1.371
O -5.417 3.215 -2.025
H -3.116 1.372 -3.215
H -4.294 2.309 -4.186
H -3.089 3.160 -3.178
C -2.547 6.926 -5.979
N -1.699 5.932 -5.267
O -0.515 5.895 -5.536
O -2.246 5.226 -4.447
H -1.921 7.479 -6.667
H -3.321 6.374 -6.504
H -2.982 7.577 -5.227
C -7.845 0.235 -2.213
N -7.723 -1.172 -1.740
O -8.726 -1.838 -1.669
O -6.606 -1.553 -1.448
H -8.887 0.432 -2.431
H -7.475 0.880 -1.421
H -7.231 0.330 -3.104
C 3.371 0.654 -6.235
N 4.292 -0.490 -6.003
O 4.220 -1.063 -4.936
O 5.056 -0.781 -6.896
H 2.766 0.776 -5.353
H 3.978 1.535 -6.420
H 2.762 0.416 -7.102
C 1.597 -5.175 -1.644
N 2.580 -4.761 -0.608
O 3.238 -5.618 -0.077
O 2.646 -3.575 -0.327
H 1.629 -6.260 -1.753
H 0.619 -4.853 -1.294
H 1.863 -4.670 -2.569
C -2.473 -8.783 0.604
N -1.834 -10.090 0.288
O -2.316 -10.760 -0.597
O -0.860 -10.389 0.946
H -3.320 -8.646 -0.057
H -2.785 -8.814 1.643
H -1.728 -8.014 0.452
C 0.168 -9.900 -3.342
N 0.381 -8.718 -2.464
O 1.191 -7.878 -2.814
O -0.267 -8.657 -1.446
H 0.816 -9.806 -4.204
H 0.410 -10.782 -2.757
H -0.878 -9.903 -3.630
C 3.960 10.168 -3.282
N 4.012 11.342 -4.196
O 3.465 12.365 -3.836
O 4.594 11.196 -5.245
H 3.410 10.445 -2.392
H 3.463 9.365 -3.812
H 4.984 9.898 -3.043
C -2.502 -2.972 9.782
N -3.443 -3.542 8.779
O -4.581 -3.134 8.770
O -2.996 -4.379 8.027
H -3.038 -2.241 10.376
H -2.145 -3.793 10.396
H -1.682 -2.516 9.235
C 1.603 14.161 -2.177
N 0.382 14.481 -1.388
O 0.439 14.366 -0.183
O -0.595 14.835 -2.012
H 2.386 13.860 -1.494
H 1.350 13.357 -2.859
H 1.882 15.055 -2.725
C 7.293 -2.784 -7.244
N 7.718 -3.949 -8.071
O 7.202 -4.086 -9.159
O 8.553 -4.686 -7.594
H 6.554 -2.226 -7.794
H 6.883 -3.175 -6.319
H 8.178 -2.186 -7.053